(1)
Here is 2 unconnected molecules or ions with the total composition C4H13N5O3 in a non-equilibrium geometry from the Open Molecules 2025 dataset. Energies are from wB97M-V/def2-TZVPD.

Last column: Mulliken charge in e.
Cartesian coordinates (Å):
C 2.27312 0.94326 2.10256  -0.807
N 0.88207 1.09682 1.69909  -0.669
N 0.59002 0.55212 0.43340  0.123
C 0.47534 -0.81504 0.24796  -0.659
N 0.78742 -1.35067 -0.89215  1.008
N 0.47402 -2.70195 -1.08007  -0.865
O 1.29922 -0.70623 -1.86015  -0.827
H 2.38089 1.35555 3.10227  0.362
H 2.62653 -0.09768 2.09279  0.282
H 2.88832 1.52920 1.41640  0.290
H 0.26206 0.64202 2.36476  0.278
H 1.13909 0.98769 -0.30454  0.347
H 0.06806 -1.42023 1.03883  0.513
H 0.71806 -2.94748 -2.03704  0.301
H -0.52557 -2.85494 -0.92407  0.343
C -1.37913 0.75872 -2.55047  -0.632
O -1.84911 -0.47505 -2.03294  -0.296
C -1.98857 -0.57736 -0.72350  0.041
N -2.25606 -1.72321 -0.23373  -0.525
O -2.40809 -1.71029 1.16644  -0.419
H -0.29080 0.70697 -2.65378  0.226
H -1.65498 1.59303 -1.90221  0.321
H -1.83734 0.87776 -3.53001  0.270
H -1.94057 0.32836 -0.11219  0.621
H -2.76649 -2.58805 1.36695  0.371

Summary:
Charge ... 0
SMILES string ... CNN/C=[N+](/N)[O-].CO/C=N/O
HOMO ... -7.61 eV
Total energy ... -659.4959 Eh

(2)
Here is 2 unconnected molecules or ions with the total composition C4H13NO in a non-equilibrium geometry from the Open Molecules 2025 dataset. Energies are from wB97M-V/def2-TZVPD.

Last column: Mulliken charge in e.
Cartesian coordinates (Å):
C 0.95395 -1.40001 -2.00621  -0.968
C -0.03251 -0.30456 -1.54402  -0.154
O -0.69830 -0.63454 -0.37964  -0.366
C -1.90712 0.15893 -0.01343  -0.244
C -1.75714 1.64215 -0.34928  -0.951
H 0.66013 -2.14886 -2.75431  0.259
H 0.99616 -1.99330 -1.05608  0.252
H 1.90865 -0.89959 -2.32384  0.273
H 0.60370 0.62142 -1.54279  0.174
H -0.79950 -0.13653 -2.28887  0.334
H -2.91310 -0.20461 -0.46562  0.226
H -1.84331 -0.03789 1.16815  0.248
H -2.72665 2.00516 0.10436  0.301
H -0.93359 2.37604 -0.17230  0.319
H -1.89152 1.75903 -1.44264  0.293
N 2.89223 -0.04942 3.81507  -0.676
H 2.63454 -0.30053 2.79722  0.241
H 2.14939 0.47420 4.18161  0.221
H 2.70399 -0.92710 4.27263  0.219

Summary:
Charge ... 0
SMILES string ... CCOCC.N
HOMO ... -9.66 eV
Total energy ... -290.1174 Eh

(3)
Here is 2 unconnected molecules or ions with the total composition C4H13NO in a non-equilibrium geometry from the Open Molecules 2025 dataset. Energies are from wB97M-V/def2-TZVPD.

Last column: Mulliken charge in e.
Cartesian coordinates (Å):
C 2.09378 0.08675 -0.82517  -1.246
C 0.57737 0.21995 -1.12678  -0.379
C -0.25452 -0.86193 -0.40686  0.401
C -1.11742 -1.64874 -1.37005  -1.592
N -1.02381 -0.21452 0.68176  -0.548
H 2.53840 1.08262 -0.77133  0.339
H 2.26434 -0.43404 0.11119  0.341
H 2.60564 -0.49988 -1.58214  0.336
H 0.39952 0.22243 -2.19770  0.344
H 0.27377 1.15661 -0.67243  0.305
H 0.36183 -1.56223 0.15731  0.195
H -1.76474 -2.39866 -0.89350  0.407
H -1.76359 -1.03406 -1.97849  0.359
H -0.49538 -2.27085 -2.03002  0.350
H -1.65999 -0.86579 1.11495  0.192
H -1.49377 0.63797 0.41650  0.222
O -0.30852 2.14119 2.68232  -0.669
H -0.07375 1.70200 1.85241  0.333
H 0.21697 1.61353 3.29237  0.309

Summary:
Charge ... 0
SMILES string ... CC[C@H](C)N.O
HOMO ... -9.33 eV
Total energy ... -290.1821 Eh

(4)
Here is 2 unconnected molecules or ions with the total composition C4H13NO in a non-equilibrium geometry from the Open Molecules 2025 dataset. Energies are from wB97M-V/def2-TZVPD.

Last column: Mulliken charge in e.
Cartesian coordinates (Å):
C -0.92585 -0.15681 1.31290  -0.985
C -0.28393 0.76710 0.23589  -0.623
N 1.16063 0.77153 0.21272  -0.022
C 1.76589 1.64102 1.20939  -0.902
C 1.75118 -0.54228 0.13230  -0.983
H -0.87277 -1.19455 0.98875  0.280
H -0.29914 -0.09972 2.20314  0.303
H -1.95839 0.09785 1.54184  0.348
H -0.61683 1.77129 0.53841  0.323
H -0.66906 0.54169 -0.75651  0.354
H 1.25818 1.55489 2.16978  0.311
H 1.72681 2.68101 0.88537  0.253
H 2.80488 1.39851 1.35691  0.357
H 2.80175 -0.43316 -0.14665  0.337
H 1.70664 -1.10745 1.07153  0.324
H 1.21166 -1.12828 -0.61205  0.323
O -3.64207 -2.06398 -3.75966  -0.644
H -3.65283 -1.57543 -4.60938  0.324
H -3.26675 -2.92323 -3.97468  0.320

Summary:
Charge ... 0
SMILES string ... CCN(C)C.O
HOMO ... -8.03 eV
Total energy ... -290.1623 Eh

(5)
Here is 2 unconnected molecules or ions with the total composition C4H13NO in a non-equilibrium geometry from the Open Molecules 2025 dataset. Energies are from wB97M-V/def2-TZVPD.

Last column: Mulliken charge in e.
Cartesian coordinates (Å):
C 0.49266 1.86012 -0.41627  -0.912
C 0.71983 0.73716 0.57084  -0.431
O 1.57571 -0.47297 -0.37725  -0.313
N 2.70892 -0.84801 0.39085  -0.505
H 1.31254 1.91480 -1.13477  0.283
H 0.46187 2.82106 0.10635  0.339
H -0.43323 1.73323 -0.98170  0.198
H 1.60096 0.96948 1.18305  0.455
H -0.01706 0.77571 1.37591  0.420
H 2.58840 -1.84388 0.58401  0.223
H 3.49897 -0.75837 -0.24895  0.246
C -1.37252 -1.28483 0.26940  -0.304
C -2.34297 -0.44251 -0.51126  -0.863
H -0.91531 -2.07909 -0.32271  0.256
H -1.79786 -1.69265 1.18593  0.317
H -0.31232 -0.70489 0.47780  -0.220
H -1.84643 0.01103 -1.37215  0.231
H -2.75285 0.35943 0.10895  0.257
H -3.16931 -1.05483 -0.88801  0.322

Summary:
Charge ... 0
SMILES string ... CCON.CC
HOMO ... -9.33 eV
Total energy ... -290.0215 Eh

(6)
Here is a molecular structure, C4H13NO in a non-equilibrium geometry from the Open Molecules 2025 dataset. Energies are from wB97M-V/def2-TZVPD.

Last column: Mulliken charge in e.
Cartesian coordinates (Å):
C 2.19103 0.41277 1.31044  -1.281
C 1.33518 0.02146 -0.00837  -0.264
N -0.02408 -0.39654 0.47355  -0.688
C -0.18574 -0.85517 -0.82225  0.434
C -0.68224 -0.13670 -2.02541  -0.984
H 2.22095 -0.21727 2.22413  0.350
H 1.57575 1.21779 1.67715  0.360
H 3.23149 0.74905 0.99801  0.300
H 1.38137 0.96587 -0.62903  0.197
H 2.04270 -0.77872 -0.33814  0.326
H -0.46617 -3.38545 1.83730  0.188
H -0.04570 -2.02028 -0.88571  0.389
H -0.89462 -3.07043 1.30755  -0.193
H 0.14459 0.49618 -2.57162  0.273
H -1.32734 -0.74278 -2.72425  0.341
H -1.31590 0.71484 -1.56044  0.276
H -1.49190 0.70542 0.46367  0.405
H -2.99576 0.88431 0.99288  0.300
O -2.23004 1.32539 0.64590  -0.729

Summary:
Charge ... 0
HOMO ... -8.07 eV
Total energy ... -289.9862 Eh

(7)
Here is 2 unconnected molecules or ions with the total composition C4H13NO in a non-equilibrium geometry from the Open Molecules 2025 dataset. Energies are from wB97M-V/def2-TZVPD.

Last column: Mulliken charge in e.
Cartesian coordinates (Å):
C 2.39268 -0.01969 0.19812  -1.078
C 1.24156 0.91249 0.71917  -0.326
N 0.09664 1.11058 -0.11666  -0.247
C -1.20387 0.96193 0.56856  -0.457
C -1.29824 1.64323 1.92466  -1.041
H 3.27930 0.50976 -0.13794  0.277
H 2.54722 -0.84809 0.87995  0.283
H 1.98586 -0.46491 -0.71947  0.318
H 1.70929 1.81493 1.14108  0.323
H 0.92025 0.32532 1.57390  0.187
H 0.13787 1.71618 -0.92007  0.220
H -1.98255 1.32265 -0.10379  0.367
H -1.38477 -0.10950 0.70744  0.229
H -1.24333 2.73719 1.90545  0.281
H -0.47917 1.39596 2.59529  0.327
H -2.24941 1.35797 2.37431  0.337
O -1.63779 -5.01844 -4.50190  -0.632
H -1.76546 -5.09975 -3.56490  0.314
H -1.06609 -4.24783 -4.52319  0.318

Summary:
Charge ... 0
SMILES string ... CCNCC.O
HOMO ... -8.35 eV
Total energy ... -290.1554 Eh

(8)
Here is 2 unconnected molecules or ions with the total composition C4H13NO in a non-equilibrium geometry from the Open Molecules 2025 dataset. Energies are from wB97M-V/def2-TZVPD.

Last column: Mulliken charge in e.
Cartesian coordinates (Å):
C -0.74482 -0.49057 -1.24676  -0.902
N -0.81341 0.08834 0.07148  -0.450
C 0.44574 0.82929 0.50906  0.526
C 0.82358 1.87073 -0.50942  -1.424
C 1.58124 -0.16279 0.77057  -1.455
H -0.88369 0.26071 -2.03212  0.256
H -1.53657 -1.22764 -1.42218  0.341
H 0.23878 -0.96045 -1.37866  0.322
H -1.36544 0.07023 0.90531  0.358
H 0.29565 1.22411 1.52171  0.266
H 1.66816 2.54314 -0.29477  0.393
H -0.00487 2.56244 -0.69265  0.360
H 1.01398 1.44483 -1.50037  0.312
H 2.41487 0.52566 0.98085  0.390
H 2.00931 -0.74240 -0.06276  0.334
H 1.50458 -0.93214 1.54896  0.329
O -2.19138 -2.36062 1.33607  -0.660
H -2.81038 -2.75305 0.72374  0.324
H -1.64532 -1.78980 0.77193  0.380

Summary:
Charge ... 0
SMILES string ... CNC(C)C.O
HOMO ... -8.47 eV
Total energy ... -290.1466 Eh

(9)
Here is 2 unconnected molecules or ions with the total composition C4H13NO2 in a non-equilibrium geometry from the Open Molecules 2025 dataset. Energies are from wB97M-V/def2-TZVPD.

Last column: Mulliken charge in e.
Cartesian coordinates (Å):
N 2.02496 -0.45592 0.28815  -0.633
C 1.05614 -0.61074 -0.81414  -0.519
C -0.13656 -1.48902 -0.38728  -0.590
C -1.06383 -0.82046 0.61523  -0.860
C -1.65325 0.53709 0.24967  -0.355
O -2.69090 0.43723 -0.75013  -0.516
H 2.70468 0.17880 -0.11318  0.302
H 1.47193 0.03677 0.98463  0.236
H 1.58190 -1.20701 -1.56592  0.389
H 0.56832 0.23485 -1.31607  0.297
H -0.81184 -1.80743 -1.19732  0.311
H 0.26533 -2.42440 0.01248  0.331
H -1.86473 -1.51562 0.89001  0.352
H -0.54749 -0.65225 1.57740  0.417
H -2.18282 0.93253 1.12403  0.280
H -0.88949 1.27278 -0.01515  0.248
H -2.53657 -0.44005 -1.14066  0.326
O 1.58113 2.48311 0.09524  -0.605
H 2.12479 3.08445 0.63539  0.313
H 0.99830 2.22532 0.82761  0.278

Summary:
Charge ... 0
SMILES string ... NCCCCO.O
HOMO ... -9.63 eV
Total energy ... -365.4008 Eh

(10)
Here is 2 unconnected molecules or ions with the total composition C4H13NO2 in a non-equilibrium geometry from the Open Molecules 2025 dataset. Energies are from wB97M-V/def2-TZVPD.

Last column: Mulliken charge in e.
Cartesian coordinates (Å):
C 0.17322 2.00459 -2.80316  -0.914
N 0.50431 1.49648 -1.51398  -0.183
C -0.26865 0.37363 -1.04353  -0.848
C 0.06739 -0.12892 0.37283  0.601
C -1.08320 -0.88467 0.94731  -1.329
O 0.45712 0.89671 1.28147  -0.569
H 0.72619 2.90307 -3.02663  0.363
H -0.87964 2.21477 -2.94987  0.322
H 0.39994 1.26513 -3.58725  0.241
H 0.80131 2.09834 -0.77327  0.216
H -1.35312 0.54473 -1.08467  0.301
H -0.03793 -0.45943 -1.68327  0.343
H 0.98020 -0.70579 0.28579  0.211
H -0.78660 -1.30629 1.90641  0.289
H -1.94231 -0.25339 1.16429  0.351
H -1.43627 -1.72145 0.33637  0.354
H 0.30454 1.80451 0.99628  0.256
O 1.39642 -3.60533 3.53115  -0.638
H 1.54662 -2.91491 4.18987  0.322
H 0.43044 -3.62179 3.45384  0.311

Summary:
Charge ... 0
SMILES string ... CNC[C@H](C)O.O
HOMO ... -8.58 eV
Total energy ... -365.4004 Eh

(11)
Here is 3 unconnected molecules or ions with the total composition C4H13NO2 in a non-equilibrium geometry from the Open Molecules 2025 dataset. Energies are from wB97M-V/def2-TZVPD.

Last column: Mulliken charge in e.
Cartesian coordinates (Å):
C 2.38464 3.76684 -1.64905  -1.116
C 2.13690 2.77385 -0.54563  -0.050
C 2.22248 1.32284 -1.01494  -0.345
C 2.03454 0.23941 -0.10569  -0.186
N 1.80077 -1.09846 -0.51216  -0.511
H 3.02897 3.22489 -2.33528  0.290
H 3.08611 4.57369 -1.35855  0.298
H 1.51541 4.21567 -2.28554  0.239
H 3.00742 2.95060 0.15428  0.193
H 1.13746 2.84665 0.04776  0.277
H 2.66839 1.08344 -2.02485  0.144
H 2.18600 0.61858 0.94114  0.273
H 2.04319 -1.79445 0.23758  0.253
H 2.24795 -1.38111 -1.46355  0.241
O -6.13009 -3.09633 2.07896  -0.643
H -6.41948 -3.01396 1.13171  0.320
H -6.68199 -2.31312 2.48938  0.316
O -3.83879 -5.29160 2.01908  -0.623
H -3.90243 -4.68462 2.72577  0.301
H -4.52742 -4.94280 1.46958  0.328

Summary:
Charge ... 0
SMILES string ... CC/C=C/N.O.O
HOMO ... -7.57 eV
Total energy ... -365.3501 Eh

(12)
Here is 3 unconnected molecules or ions with the total composition C4H13NO2 from the Open Molecules 2025 dataset. Energies are from wB97M-V/def2-TZVPD.

Last column: Mulliken charge in e.
Cartesian coordinates (Å):
C -0.94022 -2.93822 -0.51475  -1.207
C -0.48650 -1.64115 0.08384  0.059
C 0.62281 -1.46996 0.78639  -0.494
C 1.00575 -0.16662 1.42330  -0.454
N -0.15327 0.70860 1.69467  -0.582
H -1.36799 -3.57819 0.25574  0.269
H -1.67004 -2.83201 -1.30741  0.332
H -0.11711 -3.52679 -0.94416  0.297
H -1.15628 -0.80093 -0.03709  0.408
H 1.40101 -2.22568 0.79618  0.303
H 1.59953 -0.34165 2.32904  0.376
H 1.69063 0.36770 0.76601  0.275
H -0.41002 0.62778 2.66635  0.195
H 0.10594 1.67472 1.56046  0.214
O -0.49353 1.56684 -2.21434  -0.648
H 0.22872 1.08567 -2.63556  0.326
H -0.72274 2.19245 -2.91409  0.307
O 0.53989 3.66764 -0.35853  -0.643
H 0.32214 4.58138 -0.57559  0.300
H 0.00129 3.04841 -0.86043  0.364

Summary:
Charge ... 0
SMILES string ... C/C=C/CN.O.O
HOMO ... -8.70 eV
Total energy ... -365.4044 Eh